# 1
{
  "formula": "C9H6I2",
  "method": "the ωB97M-V functional and the def2-TZVPD basis",
  "e_above_lowest_kj_mol": 12.1,
  "homo_ev": -8.393,
  "homo_lumo_gap_ha": 0.275,
  "spin_multiplicity": 1,
  "total_energy_ev": -25627.8727,
  "species": ["C", "C", "C", "C", "C", "C", "C", "C", "C", "I", "I", "H", "H", "H", "H", "H", "H"],
  "xyz": [[2.150, -0.081, 0.984], [1.266, -0.342, 1.981], [1.927, 0.211, -0.453], [-0.197, -0.345, 1.679], [0.674, 0.364, -0.910], [-0.617, 0.037, 0.477], [-0.199, 0.373, -2.030], [-1.502, 0.154, -1.703], [-1.844, 0.050, -0.281], [-3.171, -1.700, 0.275], [-2.965, 1.901, 0.119], [3.194, -0.233, 1.350], [1.725, -0.702, 2.803], [2.747, 0.274, -1.186], [-1.026, -0.767, 2.302], [0.053, 0.792, -3.016], [-2.215, 0.014, -2.390]]
}

=====

# 2
{
  "formula": "C2H5FSi",
  "method": "the ωB97M-V functional and the def2-TZVPD basis",
  "e_above_lowest_kj_mol": 312.8,
  "homo_ev": -9.610,
  "smiles": "C=C(F)[SiH3]",
  "homo_lumo_gap_ha": 0.369,
  "spin_multiplicity": 1,
  "total_energy_ev": -12747.2074,
  "species": ["C", "C", "F", "Si", "H", "H", "H", "H", "H"],
  "xyz": [[1.705, -0.072, -0.274], [0.413, -0.019, -0.618], [-0.021, 0.926, -1.572], [-1.504, -0.150, 0.646], [2.009, -0.737, 0.519], [2.356, 0.419, -0.937], [-1.226, -1.372, 1.314], [-1.325, 1.037, 1.436], [-2.407, -0.031, -0.514]]
}

=====

# 3
{
  "formula": "C49H41AsN4O5S2Ta",
  "method": "the ωB97M-V functional and the def2-TZVPD basis",
  "homo_ev": -4.511,
  "total_charge": -1,
  "homo_lumo_gap_ha": 0.245,
  "spin_multiplicity": 1,
  "total_energy_ev": -151741.1233,
  "species": ["Ta", "C", "C", "C", "C", "C", "C", "C", "C", "N", "C", "O", "C", "C", "C", "C", "C", "N", "C", "O", "N", "C", "C", "C", "C", "C", "C", "C", "C", "H", "H", "H", "H", "H", "H", "H", "H", "H", "H", "H", "H", "H", "H", "H", "H", "H", "H", "H", "H", "H", "S", "C", "C", "C", "C", "C", "C", "As", "C", "C", "C", "C", "C", "C", "C", "C", "C", "C", "C", "C", "H", "H", "H", "H", "H", "H", "H", "H", "H", "H", "H", "H", "H", "H", "C", "H", "H", "O", "C", "N", "S", "O", "O", "C", "C", "C", "C", "C", "C", "H", "H", "H", "H"],
  "xyz": [[-0.349, 0.228, 0.140], [-0.363, -2.709, 3.336], [-1.789, -2.581, 2.870], [-2.801, -2.925, 3.757], [-4.132, -2.906, 3.372], [-4.445, -2.563, 2.071], [-3.458, -2.202, 1.154], [-3.895, -1.857, -0.243], [-2.126, -2.178, 1.567], [-1.049, -1.787, 0.700], [-0.247, -2.842, 0.406], [-0.524, -4.033, 0.451], [1.175, -2.433, 0.155], [2.209, -3.318, -0.076], [3.493, -2.805, -0.191], [3.707, -1.439, -0.073], [2.616, -0.619, 0.141], [1.396, -1.131, 0.262], [2.711, 0.882, 0.245], [3.822, 1.407, 0.192], [1.518, 1.469, 0.425], [1.582, 2.862, 0.737], [2.118, 3.276, 1.964], [2.808, 2.316, 2.890], [2.049, 4.622, 2.308], [1.499, 5.557, 1.447], [1.041, 5.146, 0.208], [1.084, 3.806, -0.167], [0.611, 3.403, -1.535], [-0.290, -2.508, 4.405], [0.317, -2.024, 2.831], [-0.009, -3.728, 3.154], [-2.529, -3.217, 4.767], [-4.914, -3.172, 4.075], [-5.478, -2.571, 1.738], [-4.265, -0.831, -0.292], [-4.691, -2.531, -0.567], [-3.072, -1.930, -0.954], [1.977, -4.371, -0.148], [4.328, -3.471, -0.371], [4.683, -0.982, -0.150], [2.409, 1.306, 2.816], [2.729, 2.649, 3.927], [3.867, 2.251, 2.626], [2.445, 4.935, 3.269], [1.446, 6.601, 1.733], [0.643, 5.872, -0.495], [0.632, 4.263, -2.206], [-0.413, 3.018, -1.514], [1.235, 2.614, -1.951], [-2.363, 0.944, -1.043], [-2.718, 0.360, -2.692], [-3.533, 1.282, -3.373], [-4.001, 1.063, -4.651], [-3.656, -0.110, -5.308], [-2.852, -1.023, -4.653], [-2.370, -0.830, -3.354], [-1.244, -2.316, -2.661], [0.023, -2.399, -4.153], [0.398, -1.282, -4.895], [1.412, -1.367, -5.840], [2.065, -2.571, -6.061], [1.700, -3.692, -5.327], [0.691, -3.603, -4.378], [-2.382, -3.862, -3.195], [-2.610, -4.327, -4.490], [-3.391, -5.452, -4.716], [-3.951, -6.137, -3.644], [-3.704, -5.704, -2.350], [-2.916, -4.581, -2.128], [-3.793, 2.199, -2.856], [-4.628, 1.808, -5.128], [-4.001, -0.313, -6.315], [-2.578, -1.927, -5.178], [-0.105, -0.336, -4.735], [1.691, -0.485, -6.405], [2.856, -2.636, -6.798], [2.204, -4.638, -5.489], [0.419, -4.484, -3.807], [-2.154, -3.823, -5.336], [-3.558, -5.799, -5.730], [-4.562, -7.014, -3.819], [-4.110, -6.247, -1.504], [-2.685, -4.282, -1.108], [0.250, -0.015, -1.700], [-0.210, 0.465, -2.559], [1.191, -0.487, -1.983], [1.391, -0.359, 4.337], [0.452, 0.293, 3.927], [-0.040, 0.318, 2.665], [-1.317, 1.259, 2.518], [-0.995, 2.272, 1.507], [-2.453, 0.490, 2.086], [-1.372, 1.870, 4.166], [-2.222, 2.766, 4.780], [-1.992, 3.024, 6.126], [-0.951, 2.394, 6.804], [-0.113, 1.491, 6.163], [-0.334, 1.232, 4.824], [-3.025, 3.246, 4.236], [-2.629, 3.722, 6.654], [-0.796, 2.617, 7.853], [0.701, 0.997, 6.679]]
}

=====

# 4
{
  "formula": "C6H10O",
  "method": "the ωB97M-V functional and the def2-TZVPD basis",
  "e_above_lowest_kj_mol": 73.4,
  "homo_ev": -9.819,
  "smiles": "O=CCCC1CC1",
  "homo_lumo_gap_ha": 0.401,
  "spin_multiplicity": 1,
  "total_energy_ev": -8430.4792,
  "species": ["O", "C", "C", "C", "C", "C", "C", "H", "H", "H", "H", "H", "H", "H", "H", "H", "H"],
  "xyz": [[1.629, -1.356, 1.974], [2.183, -1.050, 0.944], [1.610, -0.117, -0.098], [0.398, 0.682, 0.395], [-0.752, 0.705, -0.588], [-1.555, -0.552, -0.775], [-2.164, 0.635, -0.081], [3.174, -1.486, 0.695], [2.420, 0.519, -0.476], [1.328, -0.762, -0.945], [0.701, 1.705, 0.647], [0.053, 0.221, 1.328], [-0.593, 1.308, -1.481], [-1.907, -0.805, -1.771], [-1.284, -1.410, -0.163], [-2.936, 1.195, -0.601], [-2.306, 0.568, 0.995]]
}

=====

# 5
{
  "formula": "C25H51AlO19",
  "method": "the ωB97M-V functional and the def2-TZVPD basis",
  "homo_ev": [-16.257, -16.257],
  "total_charge": 3,
  "homo_lumo_gap_ha": [0.095, 0.080],
  "spin_multiplicity": 2,
  "total_energy_ev": -72214.4316,
  "species": ["Al", "C", "O", "H", "H", "H", "C", "C", "O", "C", "O", "O", "C", "H", "H", "H", "H", "H", "H", "H", "H", "C", "C", "O", "C", "O", "O", "C", "H", "H", "H", "H", "H", "H", "H", "H", "C", "C", "O", "C", "O", "O", "C", "H", "H", "H", "H", "H", "H", "H", "H", "C", "C", "O", "C", "O", "O", "C", "H", "H", "H", "H", "H", "H", "H", "H", "C", "C", "O", "C", "O", "O", "C", "H", "H", "H", "H", "H", "H", "H", "H", "C", "C", "O", "C", "O", "O", "C", "H", "H", "H", "H", "H", "H", "H", "H"],
  "xyz": [[0.496, 2.245, 2.407], [0.724, -0.889, -0.524], [0.523, -0.077, 0.599], [1.371, -0.471, -1.294], [1.085, -1.880, -0.251], [-0.193, -1.089, -1.078], [-5.091, -1.203, -6.890], [-3.997, -0.125, -6.703], [-2.856, -0.644, -6.061], [-1.802, 0.182, -5.788], [-1.787, 1.369, -6.003], [-0.861, -0.569, -5.265], [0.350, 0.073, -4.931], [-5.316, -1.485, -5.861], [-4.811, -2.046, -7.521], [-6.062, -0.830, -7.217], [-4.466, 0.716, -6.194], [-3.640, 0.224, -7.672], [1.132, 0.127, -5.688], [0.763, -0.549, -4.137], [0.292, 1.100, -4.568], [0.417, -8.178, 2.125], [0.140, -6.632, 2.225], [0.429, -5.984, 0.985], [1.575, -5.492, 0.780], [2.537, -5.507, 1.575], [1.625, -4.990, -0.404], [2.775, -4.367, -0.921], [0.079, -8.604, 1.180], [0.189, -8.772, 3.010], [1.492, -8.312, 2.006], [0.704, -6.207, 3.055], [-0.899, -6.406, 2.464], [2.579, -4.321, -1.992], [3.695, -4.919, -0.732], [2.873, -3.346, -0.551], [-1.766, -3.647, 1.768], [-1.746, -2.152, 1.700], [-2.979, -1.561, 2.191], [-2.869, -0.318, 2.687], [-1.844, 0.362, 2.836], [-4.086, 0.131, 3.160], [-4.184, 1.174, 4.110], [-1.892, -4.029, 2.781], [-0.848, -3.990, 1.290], [-2.553, -4.172, 1.226], [-1.616, -2.006, 0.627], [-0.953, -1.656, 2.259], [-3.626, 2.084, 3.892], [-3.987, 0.853, 5.133], [-5.258, 1.360, 4.125], [0.614, 8.003, -1.766], [-0.235, 6.959, -0.948], [-0.342, 5.842, -1.707], [-0.396, 4.542, -1.244], [-0.185, 4.160, -0.121], [-0.525, 3.809, -2.349], [-0.324, 2.449, -2.243], [1.192, 8.572, -1.038], [0.000, 8.780, -2.220], [1.334, 7.614, -2.486], [-1.101, 7.559, -0.667], [0.304, 6.801, -0.014], [-0.732, 1.910, -3.098], [-0.895, 2.037, -1.410], [0.724, 2.313, -1.979], [-1.179, -0.263, 7.853], [-0.465, 0.127, 6.628], [0.006, -1.100, 6.091], [0.573, -1.078, 4.872], [0.810, -0.118, 4.161], [0.753, -2.405, 4.454], [1.622, -2.587, 3.299], [-1.445, -1.317, 7.944], [-2.026, 0.422, 7.811], [-0.472, -0.081, 8.662], [0.219, 0.972, 6.712], [-1.239, 0.376, 5.902], [1.806, -3.661, 3.341], [2.537, -2.006, 3.410], [1.115, -2.319, 2.372], [3.700, 1.850, -3.853], [3.769, 1.655, -2.300], [3.996, 2.996, -1.904], [3.365, 3.581, -0.833], [2.537, 3.002, -0.088], [3.596, 4.883, -0.770], [3.214, 5.649, 0.321], [3.047, 2.677, -4.133], [3.452, 0.939, -4.397], [4.680, 2.180, -4.197], [4.570, 0.946, -2.091], [2.878, 1.212, -1.855], [3.392, 6.721, 0.241], [3.757, 5.322, 1.207], [2.146, 5.500, 0.483]]
}

=====

Ordered max |F| results: 6.04 4.91 0.89 0.51 5.04; unit eV/Å.